i) A 4-piece molecular cluster, C12H34N2O6 overall, computed with wB97M-V/def2-TZVPD.

Each atom is followed by the atoms it is bonded to, with distances in Å.
Cartesian coordinates (Å):
1 C -0.23030 -1.58207 -1.39014  O2 1.413, H7 1.090, H8 1.090, H9 1.090
2 O 1.09371 -1.83370 -0.96594  C1 1.413, C3 1.417
3 C 1.38952 -3.09438 -0.39142  O2 1.417, C4 1.577, H10 1.090, H11 1.090
4 C 2.93972 -3.31774 -0.57207  C3 1.577, C5 1.528, N6 1.473, H12 1.090
5 C 3.79611 -2.24721 0.10324  C4 1.528, H13 1.090, H14 1.090, H15 1.090
6 N 3.30619 -3.49831 -1.98722  C4 1.473, H16 1.010, H17 1.010
7 H -1.01671 -1.43088 -0.65067  C1 1.090
8 H -0.69996 -2.44346 -1.86503  C1 1.090
9 H -0.23689 -0.72518 -2.06379  C1 1.090
10 H 1.05945 -2.95877 0.63852  C3 1.090
11 H 0.91281 -3.91462 -0.92813  C3 1.090
12 H 3.24619 -4.24482 -0.08759  C4 1.090
13 H 4.82939 -2.56190 -0.04306  C5 1.090
14 H 3.55826 -2.23415 1.16689  C5 1.090
15 H 3.63015 -1.23936 -0.27729  C5 1.090
16 H 2.57227 -3.97939 -2.48724  N6 1.010
17 H 3.29149 -2.59629 -2.44135  N6 1.010
18 C -3.72581 0.35289 -5.53929  O19 1.429, H24 1.090, H25 1.090, H26 1.090
19 O -4.86718 0.48700 -4.69070  C18 1.429, C20 1.445
20 C -4.89852 1.66558 -3.85483  O19 1.445, C21 1.501, H27 1.090, H28 1.090
21 C -3.62370 2.05840 -3.16694  C20 1.501, C22 1.519, N23 1.451, H29 1.090
22 C -3.27645 1.08179 -2.05609  C21 1.519, H30 1.090, H31 1.090, H32 1.090
23 N -3.62911 3.45620 -2.77869  C21 1.451, H33 1.010, H34 1.010
24 H -2.87506 0.09866 -4.90709  C18 1.090
25 H -3.70463 1.24555 -6.16444  C18 1.090
26 H -3.92883 -0.53905 -6.13202  C18 1.090
27 H -5.07011 2.57120 -4.43665  C20 1.090
28 H -5.72722 1.60636 -3.14924  C20 1.090
29 H -2.83942 1.99639 -3.92138  C21 1.090
30 H -2.32320 1.17866 -1.53642  C22 1.090
31 H -3.39441 0.09349 -2.50041  C22 1.090
32 H -3.93952 1.19816 -1.19883  C22 1.090
33 H -4.19070 3.68873 -1.97205  N23 1.010
34 H -2.70543 3.74777 -2.49252  N23 1.010
35 O 1.25150 0.81074 5.73345  C36 1.405, H39 0.960
36 C 2.55686 1.08899 5.29500  O35 1.405, C37 1.533, H40 1.090, H41 1.090
37 C 3.69845 0.78153 6.27052  C36 1.533, O38 1.357, H42 1.090, H43 1.090
38 O 3.77656 -0.53783 6.57750  C37 1.357, H44 0.960
39 H 0.56080 0.88493 5.07086  O35 0.960
40 H 2.73228 0.36864 4.49599  C36 1.090
41 H 2.68396 2.08597 4.87314  C36 1.090
42 H 3.42496 1.24014 7.22077  C37 1.090
43 H 4.64390 1.16935 5.89126  C37 1.090
44 H 2.89826 -0.77926 6.88068  O38 0.960
45 O -0.37306 1.40382 3.28435  C46 1.419, H49 0.960
46 C 0.40149 1.82699 2.17324  O45 1.419, C47 1.595, H50 1.090, H51 1.090
47 C 0.37868 0.76245 0.98537  C46 1.595, O48 1.428, H52 1.090, H53 1.090
48 O 0.73119 -0.56291 1.38448  C47 1.428, H54 0.960
49 H -1.28501 1.63058 3.08809  O45 0.960
50 H 0.22688 2.85770 1.86463  C46 1.090
51 H 1.48278 1.81171 2.30995  C46 1.090
52 H 1.11766 1.06100 0.24181  C47 1.090
53 H -0.57829 1.02368 0.53362  C47 1.090
54 H 0.94810 -1.01376 0.56516  O48 0.960

- spin multiplicity = 1
- net charge = 0
- gap between HOMO and LUMO (eV) = 9.9
- E_LUMO (eV) = 0.291
- structure (SMILES) = COC[C@H](C)N.COC[C@H](C)N.OCCO.OCCO


ii) A 4-piece molecular cluster, C12H34N2O6 overall, computed with wB97M-V/def2-TZVPD.

Each atom is followed by the atoms it is bonded to, with distances in Å.
Cartesian coordinates (Å):
1 C 3.61339 -3.21142 4.44733  O2 1.414, H7 1.088, H8 1.097, H9 1.096
2 O 4.04006 -3.08260 3.10525  C1 1.414, C3 1.429
3 C 3.19587 -3.79667 2.20043  O2 1.429, C4 1.528, H10 1.096, H11 1.093
4 C 1.79971 -3.18678 2.08898  C3 1.528, C5 1.509, N6 1.483, H12 1.090
5 C 1.03260 -3.81175 0.94912  C4 1.509, H13 1.100, H14 1.090, H15 1.092
6 N 1.90550 -1.73182 1.82036  C4 1.483, H16 1.022, H17 1.023
7 H 4.35959 -2.84998 5.15248  C1 1.088
8 H 3.42914 -4.25472 4.73353  C1 1.097
9 H 2.68976 -2.64516 4.61101  C1 1.096
10 H 3.70175 -3.65784 1.23840  C3 1.096
11 H 3.22774 -4.86901 2.41110  C3 1.093
12 H 1.26418 -3.33306 3.02683  C4 1.090
13 H 0.87535 -4.88894 1.10905  C5 1.100
14 H 1.51528 -3.71170 -0.02298  C5 1.090
15 H -0.00521 -3.47967 0.87045  C5 1.092
16 H 2.39339 -1.63839 0.92714  N6 1.022
17 H 2.61482 -1.35868 2.45553  N6 1.023
18 C -0.69737 4.17326 -0.59590  O19 1.416, H24 1.097, H25 1.089, H26 1.091
19 O 0.02535 3.47130 -1.59126  C18 1.416, C20 1.427
20 C -0.73546 3.28494 -2.78354  O19 1.427, C21 1.517, H27 1.101, H28 1.099
21 C 0.21577 2.95784 -3.91966  C20 1.517, C22 1.534, N23 1.477, H29 1.093
22 C -0.52200 3.00996 -5.26359  C21 1.534, H30 1.091, H31 1.088, H32 1.090
23 N 0.88737 1.65832 -3.71334  C21 1.477, H33 1.019, H34 1.020
24 H -1.63155 3.63004 -0.40830  C18 1.097
25 H -0.85019 5.22397 -0.83999  C18 1.089
26 H -0.09987 4.06246 0.31022  C18 1.091
27 H -1.44381 2.46675 -2.58212  C20 1.101
28 H -1.33920 4.17742 -2.99735  C20 1.099
29 H 0.98244 3.73590 -3.95496  C21 1.093
30 H -1.28898 2.23783 -5.33344  C22 1.091
31 H 0.19563 2.87625 -6.07068  C22 1.088
32 H -0.97434 3.99942 -5.32619  C22 1.090
33 H 0.93290 1.50017 -2.70800  N23 1.019
34 H 0.22869 0.94206 -4.02002  N23 1.020
35 O -4.99534 0.11833 -1.18285  C36 1.400, H39 0.964
36 C -4.44989 -0.98875 -0.52278  O35 1.400, C37 1.525, H40 1.100, H41 1.092
37 C -3.08752 -1.36289 -1.09771  C36 1.525, O38 1.411, H42 1.091, H43 1.099
38 O -2.24810 -0.23319 -1.20003  C37 1.411, H44 0.973
39 H -4.29394 0.77890 -1.22532  O35 0.964
40 H -4.32411 -0.81822 0.55631  C36 1.100
41 H -5.09370 -1.86713 -0.60412  C36 1.092
42 H -3.17290 -1.81357 -2.08794  C37 1.091
43 H -2.62299 -2.12837 -0.46073  C37 1.099
44 H -1.78646 -0.09643 -0.35438  O38 0.973
45 O -0.50730 -0.22242 0.98956  C46 1.432, H49 0.974
46 C -0.19093 1.16855 1.11618  O45 1.432, C47 1.517, H50 1.094, H51 1.094
47 C -0.10496 1.62723 2.55947  C46 1.517, O48 1.410, H52 1.091, H53 1.093
48 O 1.11997 1.27744 3.16288  C47 1.410, H54 0.962
49 H 0.30198 -0.74420 1.13851  O45 0.974
50 H 0.70384 1.38349 0.52400  C46 1.094
51 H -0.97613 1.70540 0.57601  C46 1.094
52 H -0.95215 1.27014 3.14650  C47 1.091
53 H -0.11990 2.71957 2.51662  C47 1.093
54 H 1.26224 0.32640 3.12391  O48 0.962

- spin multiplicity = 1
- net charge = 0
- gap between HOMO and LUMO (eV) = 9.9
- E_LUMO (eV) = 0.572
- structure (SMILES) = COC[C@H](C)N.COC[C@H](C)N.OCCO.OCCO


Relative to the most stable one, in kcal/mol, the structures come out at i) 47.5; ii) 0.0.